(1)
Computed, not measured: a cluster of 15 separate species, C27H84N4O15 in total, with the ωB97M-V functional and the def2-TZVPD basis.

Calculated values
Kohn-Sham gap = 9.197 eV
energy above the lowest of the compared OMol25 structures with the same formula, charge and spin = 1035.4 kJ/mol
LUMO energy = 0.0037 Eh

ORCA input file:
```
! wB97M-V def2-TZVPD RIJCOSX def2/J DEFGRID3
* xyz 0 1
C -3.98510 -1.81090 1.55090
O -2.76955 -1.88289 2.17606
H -3.94188 -1.33994 0.57316
H -4.74659 -1.35660 2.18948
H -4.29064 -2.86878 1.36503
H -2.99370 -2.26898 3.03223
C -3.48298 4.04436 -0.36625
O -4.51497 4.47817 0.54428
H -3.60224 4.51334 -1.31476
H -3.42456 2.94497 -0.42645
H -2.54706 4.27442 0.03756
H -4.62799 5.44710 0.64073
C 1.77107 -3.02506 1.37596
O 0.62979 -3.45025 0.70608
H 2.60556 -3.23641 0.71622
H 1.78828 -3.72732 2.25289
H 1.75314 -2.03283 1.71796
H 0.72256 -4.17622 0.08816
C -2.68280 1.49480 2.16072
O -3.08832 0.98052 0.90315
H -3.26482 1.05659 2.96861
H -2.68027 2.56883 2.29581
H -1.64187 1.20052 2.40300
H -4.00394 0.73200 0.94079
C -1.04084 -0.82725 -2.82501
O -1.80300 -1.41945 -1.74903
H -0.02813 -1.13168 -2.64292
H -1.11740 0.26538 -2.79453
H -1.21971 -1.17696 -3.82974
H -1.33234 -1.19050 -0.90831
C 2.04468 -0.67701 -4.01254
O 2.99981 -0.75637 -4.98203
H 2.25556 -1.35411 -3.22153
H 1.02843 -0.84686 -4.45823
H 2.04657 0.22862 -3.43940
H 2.67865 -1.28652 -5.72048
C -0.05622 3.81079 1.52773
O -0.73602 4.99700 1.77383
H -0.34974 3.02370 2.18824
H 0.98723 4.07836 1.67395
H -0.10455 3.39367 0.53570
H -0.34836 5.64238 1.19256
C 0.17270 -0.21262 0.01485
O 1.36748 -0.46169 -0.61700
N -0.37217 0.95924 0.08652
N -0.54200 -1.09638 0.65705
H 0.08684 1.64713 -0.48848
H -1.36907 1.11855 0.38798
H -0.10752 -2.04678 0.68699
H -1.45977 -1.07317 1.14331
C -2.97143 -5.15673 2.54763
O -3.14028 -4.35102 3.62024
N -3.24237 -6.42801 2.50356
N -2.38776 -4.72737 1.45054
H -3.52481 -6.82963 3.41785
H -2.84672 -7.14657 1.86521
H -2.22067 -3.70929 1.41580
H -2.17521 -5.35575 0.67373
C -3.83243 1.27477 -2.80514
C -3.43084 2.54995 -3.68220
C -1.93769 2.92853 -3.44063
O -3.61050 2.30048 -4.85302
H -3.69540 1.41842 -1.72233
H -3.35661 0.38644 -3.13467
H -4.85151 1.14928 -2.96088
H -4.04274 3.39809 -3.44055
H -1.76153 3.97840 -3.62578
H -1.23896 2.37170 -3.99864
H -1.77427 2.65173 -2.40500
H -3.48928 3.09701 -5.35256
C -1.75429 -0.47467 4.73368
C -0.65284 -0.08730 5.67922
C -0.70577 1.38237 5.85077
O -0.69075 -0.50650 6.82570
H -2.63877 0.19682 4.82804
H -1.99819 -1.48078 4.79132
H -1.45737 -0.37280 3.75644
H 0.30422 -0.41786 5.30024
H -1.59320 1.75991 6.27391
H -0.52089 1.87939 4.92815
H 0.07387 1.82566 6.44062
H 0.15337 -0.29387 7.20461
C 0.84903 -5.83266 -3.31122
C 1.36386 -4.98859 -2.12218
C 1.08718 -3.52706 -2.28291
O 0.99112 -5.37118 -0.99304
H 0.97691 -6.82595 -2.97265
H 1.43321 -5.64007 -4.22988
H -0.17275 -5.57027 -3.59851
H 2.42034 -5.16592 -2.05792
H 0.04205 -3.17311 -2.12854
H 1.42397 -3.25512 -3.23998
H 1.73465 -3.10899 -1.54756
H 1.47500 -6.11834 -0.75587
C 2.62144 1.72857 1.90497
C 2.01599 0.75569 2.82448
C 2.58449 0.98638 4.21515
O 0.75800 0.62319 2.92366
H 2.61062 2.71502 2.37318
H 2.17005 1.76827 0.91098
H 3.67313 1.52840 1.66927
H 2.38647 -0.21932 2.47549
H 2.17072 0.41178 5.06889
H 2.38669 2.02795 4.52321
H 3.64507 0.74468 4.18125
H 0.41975 0.35939 2.06525
C 1.15546 2.49318 -2.15179
C 2.03687 3.28551 -3.12725
C 1.50097 4.71983 -3.42360
O 3.23467 3.40396 -2.85876
H 0.41970 1.89806 -2.70506
H 0.68440 3.25095 -1.51222
H 1.78614 1.88011 -1.56628
H 1.94510 2.70632 -4.01203
H 0.42746 4.78969 -3.44408
H 1.75935 5.13828 -4.39514
H 1.81755 5.35256 -2.65616
H 3.69889 2.87856 -3.49928
C 4.48649 -1.14627 -0.45335
C 5.40010 -0.13719 -1.11754
C 4.58923 0.96167 -1.69360
O 6.32657 0.35682 -0.42750
H 3.75606 -1.53845 -1.13066
H 4.02506 -0.65010 0.44544
H 5.13553 -1.95905 -0.07812
H 5.84688 -0.61678 -1.97287
H 3.99886 1.42556 -0.92535
H 3.92170 0.50607 -2.42351
H 5.28247 1.60727 -2.21783
H 6.04690 1.16299 0.05439
*
```



(2)
Computed, not measured: a cluster of 4 separate species, C2H11O4 in total, with the ωB97M-V functional and the def2-TZVPD basis.

Calculated values
Kohn-Sham gap = 8.367 eV
energy above the lowest of the compared OMol25 structures with the same formula, charge and spin = 41.5 kJ/mol
LUMO energy = 0.1496 Eh

ORCA input file:
```
! wB97M-V def2-TZVPD RIJCOSX def2/J DEFGRID3
* xyz -1 1
C -0.96256 0.14831 -0.34033
O 0.17141 -0.11466 0.38959
C -0.79442 1.39276 -1.27200
H -1.80662 0.41742 0.33121
H -1.28714 -0.64787 -1.03796
H -1.76705 1.66773 -1.69493
H -0.10807 1.06215 -2.05908
H -0.32946 2.25207 -0.79106
H 1.53581 1.30269 2.32810
H 2.06537 0.28220 1.34860
O 2.36254 0.94468 2.00146
H 1.51314 -1.45284 -2.03695
H 1.13844 -0.67627 -0.67628
O 1.89236 -1.10393 -1.22981
H -0.57851 -1.57343 1.14063
H -1.97028 -1.77713 1.80211
O -1.07494 -2.12389 1.79671
*
```